This record from the Open Molecules 2025 dataset describes a 2-piece molecular cluster, C2H5S overall. The level of theory is the ωB97M-V functional and the def2-TZVPD basis.

Computed properties:
E_HOMO: -0.0860 Eh
energy relative to the best compared isomer or geometry (same formula, charge and spin): 71.0 kJ/mol
LUMO: 3.901 eV

ORCA input file:
```
! wB97M-V def2-TZVPD RIJCOSX def2/J DEFGRID3
* xyz -1 1
S -3.5003 0.3277 0.3003
H -4.7474 0.5290 -0.2039
C 1.0990 -0.7086 0.1946
C 1.6551 0.4146 -0.2380
H 0.0860 -0.7033 0.5817
H 1.5617 -1.6760 0.0703
H 1.1713 1.3731 -0.0966
H 2.6747 0.4435 -0.6083
*
```